The following is a DFT calculation (the ωB97M-V functional and the def2-TZVPD basis) of 9 unconnected molecules or ions with the total composition H18O9.

```
27
Properties=species:S:1:pos:R:3:nbo_charge:R:1
O 2.01 1.55 1.44 -0.9563
H 1.38 1.34 0.75 0.4859
H 2.01 0.79 2.01 0.4581
O 0.10 -1.10 -2.77 -0.9416
H 0.46 -1.92 -3.12 0.4693
H -0.72 -1.37 -2.34 0.4736
O 0.65 -1.67 0.10 -0.9884
H 0.42 -2.60 0.14 0.4736
H 1.58 -1.66 -0.11 0.4991
O 3.08 -1.28 -0.96 -0.9816
H 3.96 -0.91 -0.81 0.4835
H 2.55 -0.54 -1.25 0.5051
O 2.01 1.07 -2.00 -0.9587
H 1.35 1.75 -1.84 0.4923
H 2.19 1.13 -2.94 0.4827
O -1.62 0.24 2.23 -0.9734
H -0.84 0.65 2.60 0.5021
H -2.14 -0.03 2.99 0.4827
O -3.65 -1.81 0.71 -0.9399
H -2.95 -1.33 1.15 0.4736
H -4.41 -1.71 1.29 0.4656
O -0.36 0.91 -0.05 -1.0078
H 0.06 0.16 -0.47 0.5076
H -1.04 0.53 0.49 0.4960
O -1.94 2.94 1.10 -0.9490
H -1.52 2.56 0.33 0.4830
H -2.62 2.31 1.34 0.4631
```

Summary:
- spin multiplicity = 1
- Kohn-Sham gap (eV) = 10.89
- SMILES = O.O.O.O.O.O.O.O.O
- E_tot (eV) = -18720.052
- largest force on an atom (Eh/bohr) = 0.0192

The following is a DFT calculation (the ωB97M-V functional and the def2-TZVPD basis) of a molecular structure, C4H7NO.

```
13
Properties=species:S:1:pos:R:3:nbo_charge:R:1
O -1.54 -0.68 0.63 -0.5765
C -0.43 -0.13 -0.15 0.1047
C -1.52 -0.36 -1.12 -0.1996
N 1.55 0.46 0.38 -0.6085
C 0.22 1.13 0.42 -0.2515
C 0.94 -0.80 -0.10 -0.2521
H -1.49 -1.65 0.59 0.5074
H 2.16 0.87 -0.32 0.3568
H -2.13 0.57 -1.11 0.1242
H -0.10 1.37 1.43 0.2054
H 0.12 2.02 -0.22 0.1949
H 1.29 -1.17 -1.07 0.2038
H 1.03 -1.62 0.64 0.1911
```

Summary:
- spin multiplicity = 1
- Kohn-Sham gap (eV) = 9.29
- E_tot (eV) = -7793.898
- largest force on an atom (Eh/bohr) = 0.0061

The following is a DFT calculation (the ωB97M-V functional and the def2-TZVPD basis) of 2 unconnected molecules or ions with the total composition C4H11NO2 in a non-equilibrium geometry.

```
18
Properties=species:S:1:pos:R:3:nbo_charge:R:1
C 2.31 -0.27 -0.26 -0.6413
C 1.44 0.35 -1.35 -0.2158
N 0.24 1.09 -0.97 -0.6067
C -0.57 0.46 0.04 -0.3354
C -0.08 0.34 1.48 0.4298
O 0.00 -0.69 2.08 -0.5245
H 3.18 -0.64 -0.79 0.2152
H 1.84 -1.09 0.26 0.2221
H 2.68 0.51 0.42 0.1968
H 1.13 -0.50 -1.98 0.1803
H 2.06 0.98 -1.98 0.1931
H 0.59 2.02 -0.71 0.3529
H -1.45 1.11 0.21 0.2147
H -0.98 -0.50 -0.28 0.2218
H 0.12 1.31 1.99 0.0957
O -3.90 -1.44 0.32 -0.9364
H -4.84 -1.20 0.33 0.4676
H -3.78 -1.84 1.19 0.4701
```

Summary:
- spin multiplicity = 1
- Kohn-Sham gap (eV) = 9.60
- SMILES = CCNCC=O.O
- E_tot (eV) = -9910.499
- largest force on an atom (Eh/bohr) = 0.0300

The following is a DFT calculation (the ωB97M-V functional and the def2-TZVPD basis) of a molecular structure, C22H59Cl2CrN2O19P4 in a non-equilibrium geometry.

```
109
Properties=species:S:1:pos:R:3:lowdin_spin:R:1
Cr -2.61 1.38 -1.80 3.8436
C 0.63 -0.29 1.01 -0.0019
C 0.09 0.55 -0.20 0.0047
O -1.25 0.92 -0.30 0.0302
H 1.68 -0.45 0.80 -0.0002
H 0.11 -1.20 1.32 0.0000
H 0.54 0.26 1.94 0.0000
H 0.36 0.28 -1.22 0.0004
H 0.73 1.43 -0.12 0.0015
C -4.41 -2.82 -1.78 0.0016
C -3.43 -1.78 -1.38 0.0051
O -3.54 -0.70 -1.98 0.0379
N -2.56 -1.88 -0.32 0.0012
C -2.11 -3.09 0.37 0.0001
H -4.51 -3.63 -1.06 0.0004
H -3.98 -3.25 -2.69 0.0001
H -5.37 -2.31 -1.88 0.0001
H -2.12 -1.01 -0.06 0.0001
H -1.06 -3.26 0.13 0.0001
H -2.66 -4.01 0.17 0.0000
H -1.99 -2.87 1.43 0.0000
C -3.76 3.45 6.17 0.0000
C -2.60 3.10 5.17 0.0000
O -1.45 3.33 5.52 0.0000
N -2.92 2.60 3.92 0.0000
C -1.96 2.40 2.81 -0.0001
H -4.49 4.06 5.63 0.0000
H -3.39 3.79 7.13 0.0000
H -4.39 2.56 6.23 0.0000
H -3.88 2.57 3.61 0.0000
H -2.37 2.68 1.84 -0.0001
H -1.53 1.40 2.92 0.0000
H -1.14 3.11 2.75 0.0000
C -1.36 1.78 -6.75 0.0000
O -1.49 0.48 -6.15 -0.0005
P -0.89 0.09 -4.69 0.0045
O -1.54 0.95 -3.62 0.0314
O 0.73 0.19 -4.92 0.0014
C 1.62 0.90 -4.03 0.0000
O -1.21 -1.50 -4.61 0.0013
C -0.71 -2.38 -3.66 0.0001
H -2.32 2.03 -7.20 0.0000
H -0.75 1.93 -7.65 0.0000
H -1.12 2.58 -6.05 0.0000
H 1.19 1.88 -3.79 0.0000
H 2.46 1.08 -4.70 0.0000
H 1.86 0.29 -3.16 0.0000
H -0.51 -1.94 -2.69 0.0000
H 0.13 -2.88 -4.14 0.0000
H -1.33 -3.22 -3.35 0.0000
C 5.90 2.06 2.46 0.0000
O 6.63 3.01 1.75 0.0000
P 5.86 4.39 1.27 0.0000
O 5.64 5.34 2.38 0.0000
O 4.55 3.87 0.41 0.0000
C 3.26 4.21 0.75 0.0000
O 6.88 4.95 0.15 0.0000
C 7.01 4.43 -1.16 0.0000
H 5.07 2.56 2.97 0.0000
H 6.53 1.67 3.26 0.0000
H 5.56 1.21 1.87 0.0000
H 2.75 4.80 -0.02 0.0000
H 3.02 4.61 1.74 0.0000
H 2.66 3.31 0.66 0.0001
H 7.27 5.33 -1.70 0.0000
H 6.12 3.92 -1.54 0.0000
H 7.83 3.72 -1.16 0.0000
C -5.15 -0.02 2.85 0.0002
O -4.56 0.31 1.60 0.0010
P -5.11 1.51 0.61 0.0046
O -4.06 1.94 -0.35 0.0306
O -6.47 0.84 -0.06 0.0005
C -7.16 1.21 -1.28 0.0000
O -5.65 2.72 1.52 -0.0001
C -6.20 3.82 0.77 0.0000
H -4.44 0.39 3.57 0.0000
H -5.23 -1.08 3.09 0.0000
H -6.17 0.32 2.99 0.0000
H -6.80 0.60 -2.10 0.0000
H -6.83 2.22 -1.51 0.0000
H -8.22 1.00 -1.13 0.0000
H -7.26 3.89 1.01 0.0000
H -6.11 3.73 -0.31 0.0000
H -5.67 4.73 1.05 0.0000
C 6.76 -5.36 -2.84 0.0000
O 5.66 -4.46 -2.69 0.0000
P 4.57 -4.44 -1.48 0.0000
O 5.12 -4.25 -0.07 0.0000
O 3.69 -5.87 -1.45 0.0000
C 2.97 -6.30 -0.34 0.0000
O 3.58 -3.29 -2.15 0.0000
C 2.82 -2.45 -1.31 0.0000
H 7.19 -5.57 -3.82 0.0000
H 6.54 -6.35 -2.42 0.0000
H 7.53 -4.91 -2.21 0.0000
H 1.93 -6.54 -0.57 0.0000
H 2.93 -5.59 0.49 0.0000
H 3.33 -7.26 0.04 0.0000
H 1.84 -2.15 -1.68 0.0000
H 3.47 -1.58 -1.22 0.0000
H 2.70 -2.95 -0.35 0.0000
Cl 0.80 -1.80 5.80 0.0000
C 1.75 -2.01 4.36 0.0000
C 1.45 -3.45 3.82 0.0000
Cl 2.22 -3.69 2.27 0.0000
H 2.79 -1.85 4.62 0.0000
H 1.44 -1.18 3.73 0.0000
H 0.37 -3.52 3.65 0.0000
H 1.69 -4.23 4.53 0.0000
```

Summary:
- spin multiplicity = 5
- charge = +1
- Kohn-Sham gap (alpha / beta) (eV) = 7.94 / 8.25
- E_tot (eV) = -156276.483
- largest force on an atom (Eh/bohr) = 0.0723
- expectation value of S² = 6.01